Record 1
Entry from OMol25: C15H24CeGdI2N2O3S2 as an isolated structure (the ωB97M-V functional and the def2-TZVPD basis).

The geometry in XYZ format:
```
50
C15H24CeGdI2N2O3S2 (the ωB97M-V functional and the def2-TZVPD basis)
I -0.693 -4.642 -1.258
I -0.377 -3.886 -3.713
Gd 0.549 0.841 -2.373
Ce 0.591 -1.021 1.180
S 2.128 -0.814 -0.903
S -1.228 -0.062 -0.578
C 2.096 0.402 2.203
C 3.954 -1.217 -1.311
C -3.238 -0.149 -0.674
C 4.048 -1.068 -2.853
C 4.877 -0.276 -0.573
C 4.132 -2.687 -0.908
C -3.552 -0.500 -2.122
C -3.762 1.254 -0.282
C -3.651 -1.245 0.300
C 1.751 2.415 -1.374
C -0.616 2.762 -2.266
O 2.897 1.132 2.607
O 2.316 3.236 -0.771
O -1.223 3.783 -2.172
H 3.888 -0.053 -3.142
H 3.311 -1.693 -3.347
H 5.037 -1.361 -3.202
H 4.688 0.772 -0.869
H 5.953 -0.527 -0.834
H 4.749 -0.381 0.514
H 4.044 -2.794 0.166
H 5.114 -3.059 -1.194
H 3.371 -3.326 -1.368
H -4.638 -0.636 -2.258
H -3.042 -1.446 -2.433
H -3.227 0.300 -2.816
H -4.857 1.237 -0.343
H -3.373 2.000 -0.960
H -3.471 1.477 0.732
H -4.738 -1.376 0.264
H -3.374 -0.976 1.320
H -3.167 -2.201 0.041
C -0.620 2.514 1.879
C -1.200 1.490 2.757
N -0.869 0.169 2.766
C -1.673 -0.470 3.746
C -2.371 0.509 4.419
N -2.038 1.703 3.802
H -1.300 2.633 1.010
H -0.557 3.470 2.461
H 0.425 2.228 1.518
H -1.623 -1.557 3.912
H -3.073 0.447 5.279
H -2.368 2.652 4.019
```

As for the spin multiplicity: 9. The charge is +4.

---

Record 2
Entry from OMol25: the molecule C5H7NO (the ωB97M-V functional and the def2-TZVPD basis).

The geometry in XYZ format:
```
14
C5H7NO (the ωB97M-V functional and the def2-TZVPD basis)
C -1.900 0.416 0.110
C -0.453 0.215 -0.325
C 0.604 0.798 0.581
C 1.778 0.229 0.313
N 1.610 -0.760 -0.688
C 0.222 -1.160 -0.465
O -0.209 -2.265 -0.284
H -2.126 1.496 0.111
H -2.083 0.043 1.121
H -2.590 -0.073 -0.584
H -0.346 0.638 -1.340
H 0.376 1.446 1.402
H 2.740 0.392 0.797
H 2.377 -1.415 -0.747
```

The relative energy (zero: lowest compared OMol25 entry of this formula, charge and spin) comes out at 89.0 kJ/mol. The SMILES is C[C@H]1C=CNC1=O.

---

Record 3
Entry from OMol25: the molecule C21H29FN2O2 (the ωB97M-V functional and the def2-TZVPD basis).

The geometry in XYZ format:
```
55
C21H29FN2O2 (the ωB97M-V functional and the def2-TZVPD basis)
O -0.592 -0.529 0.898
C -0.467 -1.249 -0.069
N -1.415 -2.123 -0.466
C -2.702 -2.228 0.184
C -3.843 -1.738 -0.711
C -3.657 -0.304 -1.210
C -3.625 0.747 -0.103
C -4.940 0.851 0.693
C -5.189 2.352 0.927
C -3.903 3.049 0.482
C -3.401 2.161 -0.649
C 0.782 -1.236 -0.961
C 1.456 -2.605 -1.035
C 1.826 -3.043 0.373
C 2.589 -1.997 1.166
O 3.249 -2.318 2.138
N 2.476 -0.712 0.769
C 3.155 0.317 1.535
C 4.291 0.927 0.759
C 4.372 2.297 0.548
C 5.420 2.839 -0.177
C 6.398 2.021 -0.714
C 6.303 0.658 -0.499
F 7.249 -0.152 -1.023
C 5.273 0.098 0.229
C 1.795 -0.235 -0.414
H -1.294 -2.636 -1.324
H -2.879 -3.273 0.462
H -2.640 -1.630 1.093
H -3.924 -2.402 -1.577
H -4.772 -1.816 -0.146
H -4.475 -0.071 -1.898
H -2.724 -0.239 -1.777
H -2.803 0.522 0.580
H -4.865 0.313 1.638
H -5.765 0.415 0.128
H -6.022 2.695 0.312
H -5.432 2.571 1.966
H -4.074 4.079 0.170
H -3.175 3.050 1.295
H -2.357 2.345 -0.901
H -4.007 2.319 -1.544
H 0.473 -0.908 -1.960
H 0.808 -3.351 -1.500
H 2.356 -2.521 -1.649
H 0.921 -3.264 0.948
H 2.431 -3.951 0.362
H 2.429 1.083 1.825
H 3.539 -0.174 2.435
H 3.612 2.945 0.958
H 5.474 3.907 -0.330
H 7.220 2.420 -1.286
H 5.238 -0.968 0.389
H 2.537 0.002 -1.190
H 1.274 0.691 -0.146
```

The relative energy (zero: lowest compared OMol25 entry of this formula, charge and spin) comes out at 26.0 kJ/mol. The SMILES is O=C(NCCCC1CCCC1)[C@@H]1CCC(=O)N(Cc2cccc(F)c2)C1.

---

Record 4
Entry from OMol25: a 2-piece molecular cluster, C2HO3S2 overall (the ωB97M-V functional and the def2-TZVPD basis).

The geometry in XYZ format:
```
8
C2HO3S2 (the ωB97M-V functional and the def2-TZVPD basis)
C -1.989 1.392 0.177
C 1.570 -1.369 0.500
O -1.873 1.110 1.265
O -1.999 1.715 -0.931
O 1.862 -0.083 0.540
S 1.263 -1.911 -1.241
S -0.329 -1.282 -0.117
H 1.495 0.428 -0.193
```

The relative energy (zero: lowest compared OMol25 entry of this formula, charge and spin) comes out at 223.9 kJ/mol. The charge is -1.

---

Record 5
Entry from OMol25: the molecule C7H9NO2 (the ωB97M-V functional and the def2-TZVPD basis).

The geometry in XYZ format:
```
19
C7H9NO2 (the ωB97M-V functional and the def2-TZVPD basis)
C 2.430 -0.417 0.677
C 1.667 -0.398 -0.660
C 0.270 -0.013 -0.294
N -0.016 1.358 -0.286
C -1.270 1.836 -0.011
C -2.326 0.996 0.087
C -2.132 -0.421 0.035
O -3.030 -1.252 0.159
C -0.760 -0.905 -0.192
O -0.689 -2.251 -0.202
H 3.482 -0.711 0.624
H 1.852 -1.019 1.412
H 2.424 0.570 1.156
H 1.684 -1.391 -1.114
H 2.063 0.352 -1.337
H 0.734 2.008 -0.109
H -1.437 2.913 -0.008
H -3.347 1.356 0.159
H -1.598 -2.612 -0.097
```

The relative energy (zero: lowest compared OMol25 entry of this formula, charge and spin) comes out at 53.4 kJ/mol. The SMILES is CCc1[nH]ccc(=O)c1O.

---

Record 6
Entry from OMol25: the molecule C2H4FNO (the ωB97M-V functional and the def2-TZVPD basis).

The geometry in XYZ format:
```
9
C2H4FNO (the ωB97M-V functional and the def2-TZVPD basis)
N -0.477 1.245 0.107
C -0.582 -0.117 0.018
O -1.633 -0.649 -0.070
C 0.726 -0.828 0.118
F 1.651 0.192 -0.136
H -1.453 1.465 -0.235
H 0.349 1.818 0.034
H 1.045 -1.197 1.115
H 0.740 -1.673 -0.689
```

The relative energy (zero: lowest compared OMol25 entry of this formula, charge and spin) comes out at 64.3 kJ/mol. The SMILES is NC(=O)CF.

---

Record 7
Entry from OMol25: C38H40CdMgN11O9 as an isolated structure (the ωB97M-V functional and the def2-TZVPD basis).

The geometry in XYZ format:
```
100
C38H40CdMgN11O9 (the ωB97M-V functional and the def2-TZVPD basis)
Mg 12.986 20.196 -26.262
Cd 16.236 18.314 -22.900
N 13.044 19.457 -23.347
O 12.442 20.168 -22.608
O 14.148 18.931 -22.995
O 12.637 19.232 -24.526
N 16.050 19.148 -26.125
O 16.541 19.159 -24.973
O 16.686 18.751 -27.096
O 14.874 19.496 -26.274
N 13.711 22.843 -24.391
O 13.686 21.800 -25.154
O 14.728 23.543 -24.433
O 12.820 23.017 -23.593
N 20.556 21.169 -26.070
C 19.399 21.263 -25.345
C 19.707 21.775 -24.124
C 21.121 21.953 -24.067
C 21.611 21.542 -25.279
H 20.590 20.968 -27.052
H 18.451 21.072 -25.819
H 18.979 21.992 -23.359
H 21.664 22.448 -23.281
H 22.578 21.663 -25.741
N 16.231 18.650 -29.919
C 16.683 19.335 -31.003
C 16.126 18.794 -32.132
C 15.323 17.697 -31.703
C 15.416 17.625 -30.343
H 16.549 18.699 -28.960
H 17.405 20.128 -30.878
H 16.266 19.073 -33.161
H 14.825 16.960 -32.314
H 14.989 16.902 -29.667
N 17.555 22.521 -29.339
C 17.393 23.833 -29.477
C 16.927 24.625 -28.442
C 16.427 24.018 -27.307
C 16.577 22.655 -27.169
C 17.139 21.946 -28.208
H 17.814 24.238 -30.390
H 16.815 25.698 -28.547
H 15.953 24.561 -26.499
H 16.325 22.173 -26.232
H 17.380 20.888 -28.168
N 12.292 18.559 -27.278
C 12.619 17.328 -26.893
C 12.095 16.180 -27.449
C 11.106 16.309 -28.413
C 10.794 17.574 -28.873
C 11.416 18.660 -28.289
H 13.391 17.277 -26.132
H 12.403 15.186 -27.159
H 10.571 15.438 -28.768
H 9.992 17.749 -29.576
H 11.244 19.659 -28.675
N 15.616 16.347 -23.818
C 14.613 15.606 -23.329
C 14.340 14.319 -23.739
C 15.114 13.776 -24.758
C 16.098 14.564 -25.324
C 16.332 15.826 -24.809
H 13.914 16.174 -22.721
H 13.502 13.768 -23.339
H 14.957 12.767 -25.115
H 16.779 14.140 -26.048
H 17.108 16.417 -25.286
N 16.781 20.236 -22.072
C 16.426 21.336 -22.728
C 16.750 22.609 -22.290
C 17.390 22.746 -21.066
C 17.729 21.598 -20.364
C 17.443 20.376 -20.912
H 15.867 21.267 -23.657
H 16.347 23.497 -22.758
H 17.485 23.748 -20.670
H 18.250 21.690 -19.420
H 17.735 19.441 -20.449
N 18.317 17.582 -22.889
C 18.658 16.346 -22.514
C 19.962 15.973 -22.277
C 20.962 16.923 -22.394
C 20.626 18.195 -22.833
C 19.305 18.442 -23.134
H 17.847 15.647 -22.352
H 20.194 14.940 -22.058
H 21.993 16.660 -22.192
H 21.371 18.968 -22.955
H 18.995 19.421 -23.478
N 13.391 21.189 -27.996
C 13.175 22.508 -28.042
C 13.275 23.259 -29.185
C 13.728 22.661 -30.353
C 14.057 21.316 -30.283
C 13.861 20.625 -29.107
H 12.844 22.965 -27.118
H 13.088 24.324 -29.166
H 13.870 23.252 -31.247
H 14.474 20.777 -31.126
H 14.058 19.561 -29.094
```

The relative energy (zero: lowest compared OMol25 entry of this formula, charge and spin) comes out at 0.0 kJ/mol. The charge is +1.

---

Record 8
Entry from OMol25: a 6-piece molecular cluster, C51H80N5O4PS overall (the ωB97M-V functional and the def2-TZVPD basis).

The geometry in XYZ format:
```
142
C51H80N5O4PS (the ωB97M-V functional and the def2-TZVPD basis)
C 14.142 4.272 1.742
C 14.626 3.099 0.802
C 13.811 1.764 0.987
C 13.737 1.282 2.494
C 12.981 -0.105 2.520
C 11.424 0.126 2.453
C 10.667 -0.831 1.440
C 9.628 -1.767 2.176
C 8.370 -2.065 1.252
C 7.011 -1.706 1.958
C 5.792 -1.813 0.936
C 4.474 -2.347 1.607
C 3.245 -1.743 0.823
C 1.921 -1.676 1.658
C 0.684 -1.425 0.684
C -0.499 -0.888 1.569
C -0.810 0.653 1.406
C -0.986 1.096 -0.096
O -1.429 0.036 -0.945
C -1.940 0.622 -2.152
C -1.450 -0.107 -3.456
O 0.017 1.509 2.183
C 1.358 1.626 1.714
C -2.258 0.828 2.057
O -3.283 0.262 1.272
C -4.029 -0.677 2.054
C -4.866 -0.002 3.203
S -6.676 -0.360 3.129
C -7.581 1.244 3.253
C -6.932 2.278 4.238
P -2.577 2.641 2.504
O -3.802 3.089 1.681
H 13.998 3.938 2.798
H 13.212 4.750 1.360
H 14.955 5.036 1.762
H 14.477 3.431 -0.253
H 15.717 2.916 0.949
H 14.373 0.955 0.448
H 12.792 1.801 0.536
H 13.084 2.028 3.015
H 14.743 1.257 2.967
H 13.240 -0.659 3.450
H 13.320 -0.682 1.623
H 10.952 -0.036 3.455
H 11.222 1.180 2.151
H 11.365 -1.428 0.807
H 10.072 -0.184 0.750
H 10.076 -2.762 2.416
H 9.249 -1.269 3.102
H 8.421 -1.500 0.288
H 8.306 -3.152 0.982
H 6.804 -2.404 2.801
H 7.028 -0.647 2.308
H 6.136 -2.478 0.105
H 5.675 -0.793 0.488
H 4.463 -2.125 2.698
H 4.455 -3.451 1.438
H 3.045 -2.448 -0.029
H 3.468 -0.736 0.389
H 1.951 -0.913 2.479
H 1.803 -2.659 2.190
H 0.481 -2.431 0.237
H 0.994 -0.733 -0.131
H -0.401 -1.178 2.645
H -1.427 -1.405 1.206
H -1.793 1.884 -0.090
H -0.077 1.556 -0.553
H -3.056 0.516 -2.117
H -1.638 1.697 -2.242
H -0.827 -1.010 -3.280
H -2.346 -0.405 -4.056
H -0.866 0.571 -4.132
H 1.575 2.723 1.603
H 1.578 1.129 0.748
H 2.097 1.244 2.463
H -2.185 0.275 3.037
H -3.367 -1.446 2.526
H -4.736 -1.220 1.385
H -4.508 -0.407 4.187
H -4.745 1.104 3.262
H -7.738 1.716 2.253
H -8.615 1.003 3.645
H -7.662 3.027 4.638
H -6.175 2.869 3.666
H -6.395 1.796 5.089
H -1.511 3.506 2.133
H -2.870 2.785 3.904
C 7.968 -8.262 2.163
C 6.838 -7.782 2.806
C 6.348 -6.542 2.431
N 6.903 -5.775 1.486
C 7.993 -6.259 0.881
C 8.561 -7.487 1.178
H 8.382 -9.228 2.426
H 6.348 -8.358 3.580
H 5.464 -6.126 2.903
H 8.424 -5.616 0.120
H 9.444 -7.829 0.654
C -6.549 2.127 -4.327
C -5.184 2.013 -4.115
C -4.395 1.559 -5.159
N -4.874 1.220 -6.362
C -6.194 1.338 -6.542
C -7.070 1.785 -5.565
H -7.200 2.480 -3.535
H -4.742 2.270 -3.161
H -3.322 1.455 -5.043
H -6.554 1.055 -7.525
H -8.130 1.863 -5.768
C -4.888 -2.681 -10.156
C -4.671 -1.719 -9.183
C -5.620 -1.570 -8.184
N -6.740 -2.300 -8.105
C -6.927 -3.221 -9.058
C -6.039 -3.451 -10.096
H -4.169 -2.828 -10.953
H -3.785 -1.097 -9.197
H -5.491 -0.837 -7.401
H -7.843 -3.796 -8.970
H -6.243 -4.212 -10.838
C -12.213 4.872 -4.896
C -12.144 4.879 -6.280
C -11.049 4.284 -6.885
N -10.049 3.703 -6.212
C -10.138 3.710 -4.876
C -11.192 4.275 -4.175
H -13.054 5.326 -4.385
H -12.922 5.336 -6.877
H -10.952 4.262 -7.965
H -9.314 3.235 -4.355
H -11.211 4.249 -3.093
C -12.400 1.719 7.421
C -11.050 1.493 7.639
C -10.282 1.040 6.579
N -10.766 0.803 5.355
C -12.071 1.028 5.169
C -12.925 1.484 6.160
H -13.035 2.075 8.223
H -10.604 1.665 8.610
H -9.220 0.851 6.700
H -12.437 0.826 4.168
H -13.974 1.650 5.951
```

The SMILES is CCCCCCCCCCCCCCCC[C@](COCC)(OC)[C@H](OCCSCC)[PH2]=O.c1ccncc1.c1ccncc1.c1ccncc1.c1ccncc1.c1ccncc1.

---

Record 9
Entry from OMol25: a 3-piece molecular cluster, C5H17NO2 overall (the ωB97M-V functional and the def2-TZVPD basis).

The geometry in XYZ format:
```
25
C5H17NO2 (the ωB97M-V functional and the def2-TZVPD basis)
C -2.103 1.410 -0.915
C -0.602 1.426 -0.747
C -0.116 0.402 0.349
C -0.461 -0.969 -0.174
C 1.572 0.399 0.466
N 1.927 -0.515 1.578
H -2.300 2.241 -1.598
H -2.497 0.526 -1.510
H -2.750 1.592 -0.013
H -0.087 1.192 -1.709
H -0.228 2.437 -0.464
H -0.490 0.688 1.252
H -1.558 -1.121 -0.421
H 0.102 -1.210 -1.077
H -0.129 -1.715 0.559
H 2.066 0.139 -0.478
H 2.010 1.312 0.578
H 1.521 -0.212 2.439
H 2.886 -0.823 1.575
O -1.473 -0.941 3.115
H -2.280 -1.437 3.335
H -1.101 -1.560 2.427
O 2.086 -0.721 -2.818
H 2.117 -1.410 -2.102
H 1.887 -1.130 -3.648
```

The relative energy (zero: lowest compared OMol25 entry of this formula, charge and spin) comes out at 143.3 kJ/mol. The SMILES is CC[C@@H](C)CN.O.O.

---

Record 10
Entry from OMol25: a 6-piece molecular cluster, C20H30Br6O overall (the ωB97M-V functional and the def2-TZVPD basis).

The geometry in XYZ format:
```
57
C20H30Br6O (the ωB97M-V functional and the def2-TZVPD basis)
C -2.906 1.693 -2.740
C -3.003 3.078 -2.774
C -3.274 3.762 -3.942
C -3.407 3.049 -5.122
C -3.313 1.655 -5.109
C -3.030 0.988 -3.929
H -2.799 1.148 -1.812
H -2.908 3.570 -1.810
H -3.267 4.845 -3.939
H -3.686 3.535 -6.049
H -3.449 1.154 -6.058
H -2.742 -0.057 -3.956
C 0.395 1.113 5.042
C 0.863 1.238 3.746
C 0.551 0.343 2.738
C -0.198 -0.777 3.112
C -0.651 -0.958 4.408
C -0.387 0.013 5.369
H 0.549 1.880 5.789
H 1.503 2.066 3.456
H 0.991 0.459 1.759
H -0.511 -1.442 2.313
H -1.230 -1.830 4.684
H -0.749 -0.020 6.389
Br -0.098 -4.728 -1.978
C -1.306 -5.088 -0.469
C -0.463 -5.417 0.738
Br -1.638 -5.678 2.289
H -1.990 -5.911 -0.674
H -1.909 -4.189 -0.403
H 0.204 -4.578 0.921
H 0.109 -6.319 0.549
Br 1.074 2.274 -2.853
C 0.330 3.697 -1.692
C 0.050 3.177 -0.319
Br 1.681 3.051 0.753
H -0.603 3.916 -2.207
H 0.980 4.555 -1.817
H -0.451 2.213 -0.348
H -0.610 3.852 0.226
Br 4.250 -2.485 1.029
C 4.945 -1.270 2.360
C 4.366 0.133 2.204
Br 5.111 1.261 3.588
H 6.030 -1.281 2.330
H 4.668 -1.587 3.364
H 3.303 0.113 2.433
H 4.464 0.567 1.213
C -0.290 -0.754 -1.892
C 0.984 -1.261 -1.270
O 0.720 -2.111 -0.154
H -1.120 -1.458 -1.973
H -0.111 -0.473 -2.936
H -0.688 0.193 -1.523
H 1.667 -0.472 -0.937
H 1.476 -1.817 -2.079
H 1.524 -2.628 -0.039
```

The SMILES is c1ccccc1.c1ccccc1.BrCCBr.BrCCBr.BrCCBr.CCO.

---

Record 11
Entry from OMol25: the molecule C6H5N (the ωB97M-V functional and the def2-TZVPD basis).

The geometry in XYZ format:
```
12
C6H5N (the ωB97M-V functional and the def2-TZVPD basis)
C 0.718 1.392 -0.070
C 1.512 0.482 -0.570
C 1.051 -0.810 -0.832
N 0.454 -1.543 0.271
C -0.581 -0.718 -0.300
C -0.674 0.706 0.069
C -1.723 0.808 0.767
H 0.927 2.306 0.460
H 1.292 -1.373 -1.728
H 0.803 -1.208 1.166
H -1.411 -1.228 -0.768
H -2.368 1.186 1.534
```

The relative energy (zero: lowest compared OMol25 entry of this formula, charge and spin) comes out at 614.2 kJ/mol.

---

| no. | E_tot (hartree) |
| --- | --- |
| 1 | -3552.18451 |
| 2 | -324.69058 |
| 3 | -1177.52859 |
| 4 | -1098.90576 |
| 5 | -477.37157 |
| 6 | -308.45842 |
| 7 | -3118.97438 |
| 8 | -3305.38879 |
| 9 | -405.88788 |
| 10 | -16299.37871 |
| 11 | -286.10923 |